ORCA calculation (ωB97M-V/def2-TZVPD) on the molecule C4H9NO at a distorted geometry.

CARTESIAN COORDINATES (ANGSTROEM)
C1 -1.4320 -1.3465 -0.1942
C2 -0.9067 -0.2365 0.5698
O1 -1.6172 0.1924 1.4583
N1 0.3070 0.2839 0.1818
C3 1.2082 -0.2330 -0.7780
C4 0.6261 1.5502 0.6428
H1 -2.4440 -1.6236 0.0934
H2 -0.7219 -2.1620 -0.2513
H3 -1.4663 -0.8483 -1.3120
H4 2.2121 -0.3568 -0.3522
H5 0.9078 -1.2091 -1.1512
H6 1.2973 0.4351 -1.6474
H7 0.9001 2.3697 -0.0306
H8 1.3552 1.5219 1.4547
H9 -0.4357 1.9164 1.1326

The value obtained for the frontier orbital gap is 10.1 eV. Its molar mass is 87.122 g/mol. As for the spin multiplicity: 1. The LUMO energy is 0.02996 Ha. The SMILES is CC(=O)N(C)C. As for the net charge: 0.

Want to see where the charge sits? The natural (NBO) charges in e are: C -0.685; C 0.668; O -0.614; N -0.459; C -0.400; C -0.434; H 0.251; H 0.224; H 0.214; H 0.198; H 0.211; H 0.192; H 0.200; H 0.190; H 0.245


ORCA calculation (ωB97M-V/def2-TZVPD) on a cluster of 2 separate species, C8H11N4O3 in total at a distorted geometry.

CARTESIAN COORDINATES (ANGSTROEM)
C1 -2.8054 -0.7550 1.1036
C2 -0.9840 -0.9113 2.3097
C3 -0.3349 1.5323 0.2266
C4 -0.8408 -2.2586 -1.0380
C5 -1.0583 2.5741 1.1698
C6 1.4769 -1.5315 -0.1456
C7 0.6428 -0.6733 -2.4703
C8 0.4124 -1.5539 -1.2243
N1 -3.0855 -1.4604 2.1926
N2 -1.9021 -1.6595 2.8749
N3 -1.5399 -0.2812 1.2029
N4 -0.7272 0.2367 0.2486
O1 0.1298 -2.9542 -1.6569
O2 0.5948 1.8734 -0.5437
O3 -1.9552 -2.3584 -0.6764
H1 -3.5256 -0.2599 0.4117
H2 0.0105 -0.5645 2.6697
H3 -1.4570 3.4274 0.6212
H4 -1.7500 2.0990 1.8809
H5 -0.3169 3.0776 1.7642
H6 2.0706 -0.7013 -0.5447
H7 1.9708 -2.5222 -0.0513
H8 1.1773 -1.1896 0.7799
H9 0.7436 0.4901 -2.2277
H10 -0.2064 -0.8045 -3.0471
H11 1.5847 -1.1487 -2.7900

The value obtained for the frontier orbital gap is 8.1 eV. Its molar mass is 211.201 g/mol. As for the spin multiplicity: 1. The LUMO energy is 0.13088 Ha. As for the net charge: -1.

Want to see where the charge sits? The natural (NBO) charges in e are: C 0.176; C 0.102; C 0.635; C 0.786; C -0.738; C -0.646; C -0.658; C 0.204; N -0.343; N -0.327; N -0.223; N -0.541; O -0.538; O -0.743; O -0.554; H 0.201; H 0.199; H 0.217; H 0.213; H 0.210; H 0.228; H 0.210; H 0.235; H 0.289; H 0.205; H 0.200


ORCA calculation (ωB97M-V/def2-TZVPD) on a cluster of 2 separate species, C8H14N2O in total at a distorted geometry.

CARTESIAN COORDINATES (ANGSTROEM)
C1 1.4898 -4.0246 -2.8247
C2 1.3456 -4.2462 -4.1414
C3 0.5380 -2.1791 -3.6216
C4 -1.2827 5.5038 7.3915
C5 -1.7100 4.1973 7.7732
C6 -0.1259 0.0956 -2.5842
C7 0.0310 -0.7744 -3.7699
C8 -0.7854 3.1617 7.6891
N1 0.9588 -2.7363 -2.4663
N2 0.7680 -2.9683 -4.6779
O1 0.4713 -2.5461 -5.8940
H1 2.1573 -4.6262 -2.2794
H2 1.4081 -5.1693 -4.7832
H3 -2.2231 6.2252 7.3305
H4 -0.3776 6.1460 7.5056
H5 -2.8295 3.9461 7.8309
H6 -0.8094 -0.3867 -1.7469
H7 -0.6697 1.0598 -2.7883
H8 0.7857 0.2744 -2.0374
H9 0.9040 -0.4708 -4.3905
H10 -0.8894 -0.6218 -4.5774
H11 -0.8253 2.0987 7.9904
H12 0.1464 3.3781 7.3243
H13 0.7315 -2.3082 -1.5385
H14 0.7926 -3.0286 -6.7140

The value obtained for the frontier orbital gap (alpha / beta) is 8.8 / 3.7 eV. Its molar mass is 154.213 g/mol. As for the spin multiplicity: 3. The LUMO energy (alpha / beta) is -0.23586 / -0.42253 Ha. As for the net charge: +2.

Want to see where the charge sits? The natural (NBO) charges in e are: C -0.050; C -0.082; C 0.454; C -0.210; C 0.122; C -0.636; C -0.478; C -0.136; N -0.507; N -0.005; O -0.505; H 0.265; H 0.284; H 0.240; H 0.269; H 0.265; H 0.209; H 0.267; H 0.225; H 0.261; H 0.286; H 0.249; H 0.202; H 0.472; H 0.540


Q: What is the formula in the third record?
A: C8H14N2O